73
Properties=species:S:1:pos:R:3:lowdin_charge:R:1 method="wB97M-V/def2-TZVPD" largest_force_ev_per_a=1.0 spin_multiplicity=5 homo_lumo_gap_ha="0.24433 / 0.19865" total_energy_ev=-96792.8458
Os -0.053 0.447 -1.159 1.253
S 1.421 4.806 -2.641 -0.096
Sb 1.773 3.326 -4.347 0.296
S 2.332 1.262 -1.377 -0.020
S 2.856 1.251 -3.339 -0.135
S -0.225 2.463 -5.143 -0.131
N -2.409 0.637 -3.208 0.117
C -2.200 1.936 -2.720 -0.381
C -3.090 2.945 -3.043 -0.027
C -2.812 4.234 -2.632 -0.038
C -1.643 4.488 -1.932 -0.099
C -0.841 3.424 -1.602 -0.298
N -1.135 2.153 -1.948 -0.062
C -1.384 -0.137 -3.761 -0.361
C -1.594 -0.752 -4.988 -0.032
C -0.587 -1.506 -5.546 -0.040
C 0.615 -1.641 -4.862 -0.039
C 0.747 -1.025 -3.646 -0.190
N -0.238 -0.292 -3.082 -0.088
H -3.253 0.568 -3.747 0.130
H -3.961 2.724 -3.649 0.118
H -3.482 5.043 -2.898 0.117
H -1.335 5.487 -1.655 0.104
H 0.099 3.571 -1.084 0.014
H -2.531 -0.594 -5.507 0.120
H -0.727 -1.964 -6.517 0.118
H 1.438 -2.216 -5.262 0.116
H 1.659 -1.099 -3.083 0.050
C 0.442 -1.514 -0.555 -0.412
Si 0.459 -1.688 1.278 0.592
C -0.613 -0.237 1.800 -0.235
N -0.271 1.008 1.034 -0.294
C -1.405 1.968 1.184 -0.217
C -1.679 2.378 2.626 -0.164
C -0.379 2.798 3.351 -0.175
C 0.773 2.932 2.356 -0.169
C 1.002 1.623 1.607 -0.186
C 2.148 -1.619 2.054 -0.263
C 3.289 -1.345 1.291 -0.089
C 4.553 -1.354 1.871 -0.073
C 4.696 -1.635 3.223 -0.085
C 3.572 -1.896 4.001 -0.085
C 2.311 -1.888 3.419 -0.112
C -0.425 -3.248 1.825 -0.234
C 0.251 -4.338 2.385 -0.090
C -0.424 -5.506 2.724 -0.084
C -1.791 -5.611 2.503 -0.091
C -2.481 -4.547 1.932 -0.089
C -1.802 -3.383 1.594 -0.101
H -0.279 -2.230 -0.963 0.015
H 1.414 -1.789 -0.976 -0.004
H -0.574 -0.039 2.877 0.096
H -1.650 -0.501 1.563 0.083
H -2.291 1.517 0.742 0.118
H -1.174 2.856 0.612 0.081
H -2.176 1.570 3.165 0.102
H -2.386 3.208 2.589 0.115
H -0.105 2.050 4.101 0.109
H -0.532 3.737 3.882 0.107
H 1.701 3.166 2.878 0.122
H 0.585 3.753 1.658 0.115
H 1.441 0.901 2.294 0.108
H 1.718 1.792 0.813 -0.001
H 3.191 -1.105 0.235 0.065
H 5.426 -1.141 1.265 0.106
H 5.681 -1.653 3.674 0.101
H 3.680 -2.110 5.059 0.102
H 1.440 -2.100 4.036 0.107
H 1.321 -4.275 2.558 0.097
H 0.118 -6.337 3.159 0.102
H -2.318 -6.518 2.771 0.101
H -3.546 -4.625 1.749 0.101
H -2.356 -2.567 1.133 0.095

---

79
Properties=species:S:1:pos:R:3:lowdin_charge:R:1 method="wB97M-V/def2-TZVPD" de_lowest_kj_mol=258.1 largest_force_ev_per_a=0.5 spin_multiplicity=1 homo_lumo_gap_ha="0.22270 / 0.22638" charge=-2 total_energy_ev=-203218.9663
Tl 0.428 -0.629 0.066 0.592
S 2.956 0.828 5.337 -0.040
As 1.686 -0.269 4.039 -0.705
S -0.207 0.511 3.436 0.029
S 3.175 -0.239 2.522 -0.026
S 0.823 -2.082 4.647 -0.028
C -0.141 5.509 -2.036 -0.101
C 0.048 3.994 -1.941 -0.589
C -0.753 3.273 -3.031 -0.100
C 1.532 3.708 -2.201 -0.116
Si -0.350 3.228 -0.238 0.408
O 0.025 1.686 -0.180 -0.548
C 0.629 4.201 1.060 -0.206
C 0.330 5.509 1.448 -0.107
C 1.086 6.174 2.400 -0.112
C 2.166 5.536 2.994 -0.112
C 2.477 4.236 2.633 -0.083
C 1.710 3.579 1.680 -0.090
C -2.176 3.659 0.205 -0.183
C -3.101 4.326 -0.599 -0.112
C -4.369 4.672 -0.145 -0.115
C -4.755 4.349 1.145 -0.125
C -3.864 3.674 1.966 -0.101
C -2.604 3.337 1.498 -0.090
H 0.109 5.846 -3.048 0.074
H 0.521 6.034 -1.345 0.068
H -1.154 5.843 -1.823 0.055
H -0.437 3.617 -4.023 0.080
H -1.825 3.446 -2.957 0.057
H -0.598 2.196 -2.983 0.008
H 1.841 4.155 -3.153 0.083
H 1.714 2.636 -2.262 0.005
H 2.170 4.123 -1.419 0.076
H -0.523 6.016 1.010 0.097
H 0.827 7.187 2.689 0.088
H 2.751 6.045 3.751 0.089
H 3.288 3.709 3.115 0.092
H 1.943 2.554 1.422 0.064
H -2.845 4.585 -1.615 0.071
H -5.055 5.191 -0.804 0.092
H -5.740 4.619 1.508 0.088
H -4.144 3.414 2.979 0.096
H -1.926 2.826 2.165 0.082
O -0.405 -5.095 -3.450 -0.319
S -0.244 -3.909 -4.253 0.605
O 0.795 -3.924 -5.252 -0.322
N -0.149 -2.577 -3.332 -0.108
C -1.174 -1.774 -3.490 -0.826
S -1.443 -0.315 -2.711 0.639
C -2.183 -2.294 -4.500 -0.227
C -3.376 -1.723 -4.915 -0.053
C -4.148 -2.410 -5.840 -0.086
C -3.738 -3.646 -6.340 -0.095
C -2.541 -4.215 -5.924 -0.047
C -1.786 -3.506 -5.010 -0.233
H -3.673 -0.763 -4.513 0.091
H -5.083 -1.983 -6.181 0.094
H -4.359 -4.167 -7.056 0.092
H -2.209 -5.171 -6.301 0.113
C -4.631 1.064 -1.104 -0.033
C -4.756 -0.311 -0.443 -0.584
C -5.824 -0.288 0.650 -0.048
C -5.073 -1.381 -1.493 -0.043
C -3.452 -0.653 0.163 -0.175
N -2.431 -0.888 0.624 0.161
H -5.561 1.277 -1.637 0.090
H -3.806 1.073 -1.814 0.054
H -4.462 1.844 -0.364 0.065
H -6.777 -0.015 0.195 0.083
H -5.583 0.445 1.416 0.084
H -5.928 -1.265 1.122 0.085
H -6.014 -1.125 -1.984 0.085
H -5.170 -2.366 -1.038 0.089
H -4.283 -1.422 -2.241 0.052
Cl 2.688 0.391 -2.219 0.535
C 3.697 1.166 -1.011 -1.007
Cl 5.045 2.104 -1.724 0.478
H 4.132 0.406 -0.368 0.003
H 3.075 1.854 -0.443 0.001